1.
Computed, not measured: a structure of composition C16H12LiN3OTe, with ωB97M-V/def2-TZVPD.

Summary:
* frontier orbital gap: 8.31 eV
* HOMO level: -0.3031 hartree
* E_LUMO: 0.06 eV

ORCA input file:
```
! wB97M-V def2-TZVPD RIJCOSX def2/J DEFGRID3
* xyz 0 1
H 1.32214 0.94671 0.41494
H 1.20164 2.15141 -3.68846
H -1.67136 -0.58129 -3.66656
H -0.34876 -3.22749 0.27064
C -0.70686 -1.27229 -0.50376
N -2.51766 -0.90709 3.56534
N -0.27476 2.85481 2.65284
C -1.89016 0.21241 3.13474
H -1.53816 -3.03289 -3.82436
C 3.19874 0.99421 -0.61106
C 3.85434 1.26151 -1.80126
C 1.82524 1.14411 -0.52726
C 1.09784 1.54721 -1.63686
H 4.92454 1.13091 -1.86646
H -0.50616 -0.78919 0.44104
C -1.28956 0.82451 5.46444
C -0.62916 -2.65219 -0.59856
C -1.06816 -0.52159 -1.60986
N -1.36386 0.61941 6.59504
C 3.13574 1.69061 -2.90336
H 3.64454 1.91411 -3.83016
Te -1.03756 1.61611 -1.57706
C -0.64326 2.10301 3.45794
O -1.87536 0.48071 1.90804
C -1.37376 -1.16209 -2.80186
C -1.24086 1.04501 4.09194
H -2.60646 -1.10099 4.54774
H 3.75444 0.67061 0.25884
C 1.76164 1.82431 -2.82296
H -0.84016 -4.36679 -1.86406
H -3.06636 -1.42509 2.90224
C -0.91476 -3.29069 -1.79326
C -1.29986 -2.54209 -2.89256
Li -1.01766 1.83991 1.11384
*
```

Atomic partial charges in e from the Mulliken method, atoms 1 to 5: 0.18, 0.38, 0.37, 0.42, 0.29

2.
Computed, not measured: an isolated molecule of C16H12N2O4S, with ωB97M-V/def2-TZVPD.

Summary:
* ΔE to the lowest compared entry with this formula, charge and spin: 1394.9 kJ/mol
* frontier orbital gap: 7.67 eV
* HOMO level: -0.3119 hartree
* E_LUMO: -0.81 eV

ORCA input file:
```
! wB97M-V def2-TZVPD RIJCOSX def2/J DEFGRID3
* xyz 0 1
N 0.02995 1.46306 -0.05905
C -0.21218 -0.37605 -1.71989
C -0.77888 -0.95525 -2.76437
C -1.95226 2.96502 -1.72220
C -1.39773 -0.13695 -3.81484
C 0.36423 -3.05049 1.29566
H -1.59378 4.28427 -0.11176
H 0.60391 -0.82415 -0.98218
O -1.08654 0.69606 2.54837
H 1.78054 -4.82045 0.43081
C 0.12607 0.70187 2.16666
H -1.62637 -0.75732 2.06392
C -2.02964 1.18409 -3.22822
S 0.11938 3.31187 1.69088
H -2.57949 1.72418 -3.76324
C 1.02248 1.71529 2.41466
C 2.82812 -1.93941 1.31456
H -1.99982 -0.55525 -4.52666
C 0.71303 -0.60904 1.67292
C 0.02465 -1.77751 1.48807
O -1.30648 -1.73934 1.65239
C 1.80481 -3.17079 1.04536
H 2.96540 -0.06648 1.87307
H -0.27436 -3.95237 0.73739
C -0.56728 2.54880 0.35069
H 1.36788 1.92449 3.43389
O -2.76253 3.65999 -2.02397
H 1.92134 1.83433 1.78981
C -1.46538 1.78517 -1.84417
H 3.67321 -2.28589 1.05660
N -1.40851 3.43701 -0.31259
O 2.46529 -4.41464 0.41491
H -0.26116 -1.74692 -3.03650
C -0.67118 0.77270 -1.19074
C 2.16328 -0.82992 1.65976
*
```

Atomic partial charges in e from the Mulliken method, atoms 1 to 5: -0.36, 0.16, -0.86, 0.81, -0.79

3.
Computed, not measured: a structure of composition C16H13BCoF4N2O2S5Sb, with ωB97M-V/def2-TZVPD.

Summary:
* frontier orbital gap (alpha / beta): 6.44 / 6.44 eV
* HOMO level (alpha / beta): -0.0814 / -0.0817 hartree
* E_LUMO (alpha / beta): 4.22 / 4.22 eV

ORCA input file:
```
! wB97M-V def2-TZVPD RIJCOSX def2/J DEFGRID3
* xyz -2 1
H -0.25928 -5.31710 4.37302
S 4.10029 3.48351 2.65587
H -2.63622 4.71566 -1.26182
F 1.68529 0.94451 -2.91143
S 3.72033 1.68323 -0.77875
H -4.47733 0.24651 -1.26546
C -0.07636 -3.62205 3.05335
S 4.97640 -0.32553 2.34692
F 1.56179 1.34656 -5.17557
H 0.50485 -3.90599 5.10584
C 1.32929 -2.47708 1.45135
C 1.13169 -3.02748 2.70993
C -1.09580 -3.67093 2.10423
N 0.30434 2.26499 -0.96914
H -1.24221 -3.93182 4.84088
B 1.10245 1.79018 -3.94408
F 1.49572 3.10903 -3.69585
C -2.07601 2.63266 -1.13993
H -2.04104 -4.14014 2.35755
H -2.50424 -1.24152 -1.12629
C -2.37418 -0.16884 -1.10203
C 0.29407 -2.52379 0.52651
H 2.27676 -2.02038 1.19982
H 1.93881 -2.97408 3.43147
H -0.29392 5.52959 -1.14741
C -0.97075 1.78511 -1.03734
Sb 3.81970 1.48914 1.60470
C -1.10833 0.36416 -1.02311
H -1.69438 -3.18440 0.09313
O -0.31560 -2.52418 -1.97462
F -0.29167 1.67796 -3.84511
O 1.94898 -1.72139 -1.27741
N 0.10003 -0.25993 -0.94354
C -3.36842 2.05249 -1.21529
C -0.91483 -3.13105 0.84131
H 1.57130 3.85585 -0.94600
S 1.50959 0.88277 1.36616
C -0.27886 -4.22502 4.41931
H -4.23744 2.69342 -1.30001
C -0.52330 4.47409 -1.11359
Co 1.64653 0.89820 -0.84491
C -3.49084 0.69049 -1.19647
C -1.80818 4.02068 -1.17628
C 0.53538 3.55057 -1.00530
S 0.52558 -1.78868 -1.06461
*
```

Atomic partial charges in e from the Mulliken method, atoms 1 to 5: 0.29, -0.73, 0.39, -0.32, -0.41

4.
Computed, not measured: a structure of composition C16H13Cl3F5IO2RuSeSi2, with ωB97M-V/def2-TZVPD.

Summary:
* ΔE to the lowest compared entry with this formula, charge and spin: 84.1 kJ/mol
* frontier orbital gap (alpha / beta): 6.84 / 7.10 eV
* HOMO level (alpha / beta): -0.3324 / -0.3301 hartree
* E_LUMO (alpha / beta): -2.20 / -1.89 eV

ORCA input file:
```
! wB97M-V def2-TZVPD RIJCOSX def2/J DEFGRID3
* xyz 0 1
H 2.61103 2.95949 0.91499
I -4.29485 1.79105 3.72495
C -1.26020 -4.73806 -2.45440
F 0.94599 -4.26111 -3.05533
H 3.66838 0.46592 -1.28493
C -0.10269 -4.00403 -2.27079
F -1.32116 -5.68579 -3.38577
C -2.30231 -3.49501 -0.68940
C 1.77988 -0.71605 2.17714
C -2.36488 -4.47912 -1.66118
Si -0.45900 0.31116 -2.68278
H 1.21097 -1.55627 1.78736
C 2.38771 2.16734 1.62626
C -1.13505 -2.77385 -0.52817
H -0.63007 0.55330 0.33555
C -1.10918 1.38788 0.82240
Se 1.61125 -2.04800 -1.05319
C -2.76857 2.17914 2.35397
O 0.63111 4.25695 -0.59377
Ru 1.43085 0.24560 -1.44630
C 0.38367 3.08762 -0.41373
H -1.09762 4.75355 0.93569
H 4.59408 0.77850 0.14827
H 3.22684 2.09003 2.32836
Cl 1.08726 0.82196 -4.06358
Cl -1.53628 -1.22253 -3.50531
C 3.77331 0.16171 -0.22480
Si 2.24601 0.49437 0.83924
H 1.18858 -0.20713 2.93946
C -2.12384 1.12265 1.73124
H -2.92207 4.31150 2.55800
H 4.07395 -0.88526 -0.21301
F -1.11495 -1.82146 0.41361
C -2.41208 3.49031 2.07349
C -0.02118 -3.00368 -1.31876
O 1.09648 2.15712 -1.02301
C -0.73001 2.69427 0.53242
F -3.48104 -5.17885 -1.82723
H 2.68313 -1.09688 2.66263
H -2.40852 0.10060 1.94133
Cl -1.78152 1.85742 -2.59523
F -3.36244 -3.24602 0.07548
H 1.50425 2.43976 2.20197
C -1.39522 3.73991 1.16689
*
```

Atomic partial charges in e from the Mulliken method, atoms 1 to 5: 0.33, 0.07, 0.31, -0.33, 0.46

| no. | maximum force (eV/A) |
| --- | --- |
| 1 | 1.3 |
| 2 | 16.1 |
| 3 | 0.4 |
| 4 | 0.5 |